Density functional theory data (the ωB97M-V functional and the def2-TZVPD basis) for a cluster of 9 separate species, C22H57F2N8O14S2 in total.

CARTESIAN COORDINATES (ANGSTROEM)
N (0.123033, 2.021293, -0.880664)
S (-1.296221, 2.143101, -0.394407)
O (-1.473535, 2.527630, 1.008950)
O (-2.265383, 1.295721, -1.085681)
F (-1.468501, 3.553028, -1.196301)
S (0.237502, 0.417631, -0.391503)
O (-0.019755, -0.576823, -1.449219)
O (-0.067609, 0.052911, 0.978163)
F (1.847144, 0.533867, -0.244246)
C (2.512323, 0.726788, -4.875587)
C (1.113464, 1.296309, -4.484069)
O (0.107587, 0.808102, -4.969877)
N (1.077860, 2.317207, -3.375203)
H (0.699860, 2.125710, -2.458392)
H (2.052068, 2.478852, -3.163350)
C (0.373099, 3.652388, -3.723438)
H (3.176646, 1.392214, -5.426943)
H (2.424353, -0.171497, -5.486681)
H (3.081512, 0.321832, -4.038848)
H (-0.588123, 3.494091, -4.212423)
H (0.933430, 4.144475, -4.518403)
H (0.168420, 4.274003, -2.851775)
C (-0.635786, -2.785235, -4.790656)
C (-1.053708, -2.933736, -3.323230)
O (-2.075045, -2.436283, -2.898368)
N (0.159689, -3.181492, -2.340444)
H (0.985481, -2.754149, -2.734835)
H (-0.128430, -2.656938, -1.526855)
C (0.369662, -4.680880, -1.960511)
H (-0.022074, -3.642722, -5.066630)
H (0.029598, -1.944783, -4.988164)
H (-1.422492, -2.819904, -5.544303)
H (0.404320, -5.384221, -2.792510)
H (-0.237228, -4.986913, -1.108372)
H (1.416081, -4.673288, -1.655470)
C (-3.391477, 0.368317, -4.272220)
C (-4.681397, -0.191951, -3.604375)
O (-5.213525, -1.223082, -4.058353)
N (-5.254486, 0.659576, -2.555017)
H (-4.811994, 1.564347, -2.630460)
H (-6.208158, 0.903722, -2.780846)
C (-5.206479, 0.102317, -1.147480)
H (-3.535902, 0.779986, -5.271096)
H (-2.804534, -0.539442, -4.412086)
H (-2.837162, 1.121473, -3.712233)
H (-5.768020, -0.830063, -1.088855)
H (-5.623114, 0.955149, -0.611560)
H (-4.158214, -0.090458, -0.919274)
C (2.607767, 6.109622, 0.628167)
C (1.523386, 5.053867, 0.387543)
O (0.302683, 5.236088, 0.304261)
N (2.069074, 3.633166, 0.276423)
H (1.397648, 3.002954, -0.138464)
H (2.716712, 3.804472, -0.479437)
C (2.636221, 3.053365, 1.565974)
H (3.324806, 6.169965, -0.190556)
H (3.071104, 5.980982, 1.606366)
H (2.199828, 7.115148, 0.731123)
H (3.290011, 3.743061, 2.099799)
H (3.097392, 2.121667, 1.238298)
H (1.747930, 2.781847, 2.136345)
C (0.352711, -0.605521, 4.083280)
C (0.382515, -0.574599, 5.540681)
O (-0.571129, -0.847673, 6.257369)
N (1.727017, -0.117156, 6.095247)
H (2.114501, 0.704157, 5.653199)
H (1.573331, 0.245149, 7.025413)
C (2.790287, -1.263413, 6.051968)
H (1.005517, 0.080085, 3.543018)
H (-0.666650, -0.378480, 3.771073)
H (0.530617, -1.655424, 3.850604)
H (3.678821, -1.021453, 6.635117)
H (3.105063, -1.431154, 5.021976)
H (2.489957, -2.228826, 6.459249)
C (4.272545, -1.099056, -1.160488)
C (4.723307, -0.465309, 0.184244)
O (5.283649, 0.599473, 0.261141)
N (4.454594, -1.314432, 1.410444)
H (4.053151, -0.671517, 2.077984)
H (3.810294, -2.043196, 1.138618)
C (5.700219, -1.986026, 1.934617)
H (4.093291, -0.264928, -1.838865)
H (3.373048, -1.710215, -1.086270)
H (5.079866, -1.704236, -1.572916)
H (5.877596, -2.853735, 1.299227)
H (5.569810, -2.296453, 2.971306)
H (6.622828, -1.406671, 1.969913)
C (-3.824415, 0.494241, 2.206833)
C (-3.957456, -0.460239, 3.388907)
O (-3.712022, -0.076704, 4.505550)
N (-4.312648, -1.919447, 3.126855)
H (-5.115902, -1.968841, 2.516584)
H (-3.539805, -2.354212, 2.643334)
C (-4.722412, -2.686707, 4.385875)
H (-3.684373, 1.533811, 2.503143)
H (-4.719725, 0.381310, 1.595470)
H (-2.948892, 0.206276, 1.624906)
H (-5.349233, -3.449090, 3.923305)
H (-5.265788, -2.034856, 5.069934)
H (-3.914555, -3.164036, 4.940524)
O (-0.743137, -2.708061, 0.272250)
C (-1.858088, -2.620173, 0.981686)
O (-1.774381, -2.952052, 2.190045)
O (-2.951162, -2.282755, 0.516624)
H (-0.062104, -2.962242, 0.899284)

Cartesian forces (eV/Å) of the 6 atoms listed first:
N 2.96 -4.09 0.40
S -8.36 6.28 1.54
O 0.48 -1.37 -2.84
O 1.48 0.51 1.35
F -0.43 -0.69 0.56
S 3.43 -4.58 0.02

Values from the calculation:
largest force on an atom = 10.57 eV/Å
charge = +4
DFT total energy = -91385.07592 eV
spin multiplicity = 2
HOMO level (spin up / spin down) = -12.8 / -17.1 eV

Atomic partial charges in e from the Löwdin method, atoms 1 to 8: number 1, N, carries -0.319; number 2, S, carries 0.480; number 3, O, carries -0.236; number 4, O, carries -0.267; number 5, F, carries -0.192; number 6, S, carries 0.622; number 7, O, carries -0.260; number 8, O, carries -0.238



Density functional theory data (the ωB97M-V functional and the def2-TZVPD basis) for an isolated molecule of C17H11BrN2O3.

CARTESIAN COORDINATES (ANGSTROEM)
Br (-0.145237, -5.691660, -7.208376)
C (-0.937490, -4.608820, -5.921533)
C (-2.240634, -4.506681, -5.521390)
C (-2.237447, -3.520197, -4.515667)
C (-0.934391, -3.102909, -4.385733)
C (-0.378560, -2.118511, -3.506891)
N (0.886110, -1.783748, -3.440741)
O (0.947331, -0.826764, -2.485758)
C (-0.293795, -0.649668, -2.031100)
N (-1.155650, -1.415807, -2.623561)
C (-0.581744, 0.355417, -0.972598)
O (0.339085, 0.161691, 0.070105)
C (0.307809, 1.016009, 1.142594)
C (1.261977, 0.802170, 2.110277)
C (1.325094, 1.612626, 3.255951)
C (2.295270, 1.413737, 4.262554)
C (2.331312, 2.219781, 5.364570)
C (1.401935, 3.262459, 5.515848)
C (0.450798, 3.481356, 4.560040)
C (0.386229, 2.667258, 3.409801)
C (-0.578407, 2.859986, 2.403102)
C (-0.624341, 2.059386, 1.294576)
H (-1.380898, 2.234881, 0.545513)
H (-1.295996, 3.659969, 2.516305)
H (-0.267197, 4.281700, 4.669923)
H (1.447295, 3.888583, 6.394739)
H (3.076363, 2.061874, 6.130606)
H (3.008340, 0.611111, 4.142677)
H (1.968447, -0.002252, 1.977508)
H (-1.618132, 0.207076, -0.641744)
H (-0.478556, 1.362174, -1.408135)
O (-0.140503, -3.773485, -5.250430)
H (-3.071598, -3.155887, -3.953560)
H (-3.072821, -5.062854, -5.899473)

Cartesian forces (eV/Å) of the 6 atoms listed first:
Br -0.01 0.09 0.09
C -0.68 -0.37 -0.22
C 0.73 -0.21 -0.38
C 0.86 0.46 0.28
C -1.29 -0.34 -0.05
C 0.90 0.74 0.47

Values from the calculation:
largest force on an atom = 1.46 eV/Å
charge = 0
DFT total energy = -96970.83405 eV
structure (SMILES) = Brc1ccc(-c2noc(COc3ccc4ccccc4c3)n2)o1
spin multiplicity = 1
HOMO level = -8.2 eV

Atomic partial charges in e from the Löwdin method, atoms 1 to 8: number 1, Br, carries 0.816; number 2, C, carries -0.776; number 3, C, carries -0.075; number 4, C, carries 0.005; number 5, C, carries -0.216; number 6, C, carries -0.273; number 7, N, carries 0.153; number 8, O, carries 0.065



Density functional theory data (the ωB97M-V functional and the def2-TZVPD basis) for an isolated molecule of C5H8.

CARTESIAN COORDINATES (ANGSTROEM)
C (-0.933818, -0.561885, 0.544344)
C (1.335791, 0.611180, 1.054219)
C (1.426965, 0.434810, -0.250919)
C (0.650849, 0.184197, -1.281484)
C (-0.819762, -0.170083, -0.925159)
H (-1.389300, 0.210779, 1.185087)
H (-1.400177, -1.513430, 0.762760)
H (0.768128, 1.481441, 1.375939)
H (1.623988, -0.078352, 1.847601)
H (0.126118, -0.737429, 0.766743)
H (0.914611, 0.272892, -2.329480)
H (-1.420561, 0.719699, -1.161707)
H (-1.190984, -0.981348, -1.553487)

Cartesian forces (eV/Å) of the 6 atoms listed first:
C -0.03 -0.39 -0.06
C 0.87 0.69 -0.12
C -0.69 0.13 0.16
C 0.12 0.10 0.05
C -0.03 -0.13 -0.12
H 0.44 -0.33 -0.20

Values from the calculation:
largest force on an atom = 1.56 eV/Å
charge = 0
DFT total energy = -5311.37261 eV
structure (SMILES) = C=C=CCC
spin multiplicity = 1
HOMO level = -9.2 eV

Atomic partial charges in e from the Löwdin method, atoms 1 to 8: number 1, C, carries -0.131; number 2, C, carries -0.041; number 3, C, carries -0.123; number 4, C, carries -0.114; number 5, C, carries -0.227; number 6, H, carries 0.087; number 7, H, carries 0.069; number 8, H, carries 0.083



Density functional theory data (the ωB97M-V functional and the def2-TZVPD basis) for a cluster of 2 separate species, C5H11BrN in total.

CARTESIAN COORDINATES (ANGSTROEM)
C (-0.969685, -2.574948, -0.348434)
C (-1.011185, -0.414436, 0.631195)
C (-0.105741, 1.009083, -1.255595)
C (1.277736, -0.515966, 0.195983)
C (0.376076, 1.590536, 1.054077)
N (0.066844, 0.441516, 0.091812)
Br (-2.692697, 0.326105, 0.345954)
H (-1.865584, -3.114596, 0.190172)
H (-0.260508, -3.318198, -0.521154)
H (-0.673460, 1.938421, -1.392236)
H (0.868666, 1.114726, -1.667053)
H (-0.508762, 0.132290, -1.899976)
H (0.808654, -1.397833, -0.327163)
H (2.116683, -0.061859, -0.386481)
H (1.451114, -0.717809, 1.225021)
H (0.422784, 1.112269, 2.073127)
H (1.211382, 2.220769, 0.712003)
H (-0.512320, 2.229938, 1.278745)

Cartesian forces (eV/Å) of the 6 atoms listed first:
C -4.10 1.87 1.99
C -0.85 -1.61 -0.77
C -0.80 -2.53 -2.51
C -1.01 0.11 -2.99
C -1.80 -0.19 2.23
N 1.19 0.80 1.47

Values from the calculation:
largest force on an atom = 4.93 eV/Å
charge = +1
DFT total energy = -76880.80904 eV
spin multiplicity = 1
HOMO level (spin up / spin down) = -13.5 / -13.3 eV

Atomic partial charges in e from the Löwdin method, atoms 1 to 8: number 1, C, carries 0.232; number 2, C, carries -0.487; number 3, C, carries -0.060; number 4, C, carries 0.008; number 5, C, carries -0.011; number 6, N, carries -0.492; number 7, Br, carries 0.831; number 8, H, carries 0.053



Density functional theory data (the ωB97M-V functional and the def2-TZVPD basis) for a cluster of 2 separate species, C15H17N2O7PS2 in total.

CARTESIAN COORDINATES (ANGSTROEM)
C (-1.524762, 0.951300, 4.439237)
P (-1.479805, 0.394505, 2.624852)
O (0.125386, 0.634869, 2.044265)
C (-2.721618, 1.532900, 1.751941)
C (-3.741576, 1.125318, 0.845628)
C (-4.162453, -0.297431, 0.269239)
C (-2.923517, -1.328183, 0.077538)
C (-1.803498, -0.594593, -0.796464)
S (-0.281100, -1.673254, -1.096424)
C (0.865086, -0.473519, -1.960952)
S (2.525882, -0.546497, -1.895378)
N (0.172918, 0.617079, -2.723659)
C (-0.153048, 1.923471, -2.151586)
C (-0.899673, 2.713945, -3.255377)
N (-0.901914, 1.809661, -4.386074)
C (-0.282500, 0.557892, -4.105281)
C (-4.411452, 2.546341, 0.511701)
O (-5.579371, 2.592686, 0.043471)
O (-3.551973, 3.631404, 0.858657)
C (-2.742329, 3.116255, 1.927784)
O (-2.186204, 3.873458, 2.742041)
H (-0.506683, 0.793822, 4.960642)
H (-1.744781, 2.078078, 4.529058)
H (-2.366891, 0.419497, 5.025746)
H (0.655997, 0.952975, 2.808791)
H (-4.593510, -0.114248, -0.789643)
H (-5.022649, -0.794469, 0.853516)
H (-2.557054, -1.764556, 1.063969)
H (-3.360305, -2.211414, -0.525290)
H (-2.184069, -0.325654, -1.850695)
H (-1.386455, 0.366175, -0.315124)
H (0.086708, 2.227784, -1.067144)
H (-1.319136, 3.757999, -3.119634)
H (-0.132089, -0.366244, -4.759875)
C (5.653708, -3.721995, -0.256936)
C (6.617828, -2.862784, 0.503407)
O (6.805910, -1.751004, -0.360185)
C (5.707851, -1.675906, -1.161650)
O (5.465485, -0.756989, -1.891374)
O (4.921685, -2.778490, -1.026018)
H (4.989857, -4.286317, 0.399788)
H (6.157043, -4.416866, -0.935590)
H (6.204343, -2.507896, 1.452063)
H (7.564728, -3.369106, 0.697023)

Cartesian forces (eV/Å) of the 6 atoms listed first:
C 0.03 1.64 0.71
P -0.20 -1.43 0.08
O -1.39 0.93 1.62
C -0.89 0.56 -0.87
C 2.25 2.13 2.20
C 0.06 0.40 -0.73

Values from the calculation:
largest force on an atom = 6.90 eV/Å
charge = 0
DFT total energy = -64097.18254 eV
structure (SMILES) = CP(O)C1=C(CCCSC(=S)n2ccnc2)C(=O)OC1=O.O=C1OCCO1
spin multiplicity = 1
HOMO level = -8.5 eV

Atomic partial charges in e from the Löwdin method, atoms 1 to 8: number 1, C, carries -0.288; number 2, P, carries 0.928; number 3, O, carries -0.343; number 4, C, carries -0.200; number 5, C, carries -0.058; number 6, C, carries -0.122; number 7, C, carries -0.261; number 8, C, carries -0.481



Density functional theory data (the ωB97M-V functional and the def2-TZVPD basis) for an isolated molecule of C3H4N2O3.

CARTESIAN COORDINATES (ANGSTROEM)
C (-1.180249, 0.280078, -0.956581)
C (-0.514271, -1.044618, -0.995461)
C (0.859903, 0.951138, 1.460387)
N (-1.080138, 1.266737, -0.155648)
N (1.418869, -0.081692, 0.948931)
O (2.460340, -0.642818, 1.071204)
O (0.617462, -1.062155, -0.182183)
O (-0.407393, 1.271211, 1.069289)
H (-1.722114, 0.383784, -1.842071)
H (-0.158474, -1.293222, -2.033369)
H (-1.367809, -1.644476, -0.694856)
H (1.073873, 1.616034, 2.310359)

Cartesian forces (eV/Å) of the 6 atoms listed first:
C 2.37 -0.17 0.98
C 0.46 1.98 0.42
C -2.36 -0.13 -1.67
N -0.80 0.45 -1.30
N 0.03 -0.45 0.06
O 0.50 0.13 0.19

Values from the calculation:
largest force on an atom = 2.90 eV/Å
charge = 0
DFT total energy = -12290.05050 eV
structure (SMILES) = [O-][N+]1=CON=CCO1
spin multiplicity = 1
HOMO level = -9.1 eV

Atomic partial charges in e from the Löwdin method, atoms 1 to 8: number 1, C, carries -0.114; number 2, C, carries -0.222; number 3, C, carries -0.067; number 4, N, carries 0.082; number 5, N, carries -0.145; number 6, O, carries 0.082; number 7, O, carries -0.075; number 8, O, carries -0.082